{"formula": "C42H41NO4P2Pt", "method": "ωB97M-V/def2-TZVPD", "largest_force_ev_per_a": 3.85, "spin_multiplicity": 5, "orbital_gap_ev": [6.111, 4.193], "e_homo_ev": [-11.856, -13.839], "total_charge": 2, "species": ["C", "H", "H", "H", "C", "H", "H", "C", "H", "H", "H", "C", "C", "H", "H", "C", "H", "Pt", "C", "C", "C", "C", "C", "C", "H", "H", "C", "P", "C", "H", "H", "C", "H", "H", "H", "C", "H", "H", "C", "C", "O", "O", "C", "H", "H", "C", "H", "C", "O", "C", "C", "C", "C", "C", "C", "H", "C", "C", "H", "C", "H", "H", "H", "H", "C", "C", "H", "O", "H", "C", "C", "H", "H", "H", "P", "N", "C", "C", "C", "H", "H", "C", "C", "C", "C", "H", "H", "H", "H", "C", "H"], "xyz": [[-3.266922, 0.777617, 1.453966], [-0.202178, 2.933237, -2.018537], [-3.072058, -1.523695, -4.889867], [-4.682793, -0.159210, -3.738702], [4.006989, -0.343323, 4.246759], [-6.050796, 2.831715, -0.294433], [-1.828347, 2.298998, -3.238388], [0.752073, -3.470691, -1.594569], [-3.699458, -2.583652, -3.639709], [0.520202, -5.557775, -2.118342], [-3.165849, 0.979264, -1.640935], [-0.349612, 0.919494, 2.757153], [-1.625081, -3.782009, -0.153747], [5.272514, -2.453329, 0.141791], [2.810661, 0.170583, -3.304098], [2.365885, -0.412561, 2.338405], [5.135037, -0.555939, -3.742815], [0.026897, 0.229581, 0.823107], [-5.266598, 2.285353, 0.235482], [0.499860, 0.890825, -1.960747], [-3.108812, -1.669629, -3.799579], [2.732974, -2.455443, 5.560464], [-0.619313, -1.306873, -3.723502], [-5.605939, 1.298681, 1.169013], [-1.769730, 6.762576, 1.375856], [-2.555259, 0.435647, -5.415515], [-2.898714, 1.785762, 0.534232], [0.912786, -0.619293, -1.062247], [-0.573260, -0.285868, -4.831203], [4.504938, 0.476279, 3.735917], [-0.436084, -0.021797, 3.316688], [2.656135, -0.923806, -1.425406], [1.731781, -3.390711, -2.065197], [6.381113, -1.851207, -2.019029], [0.365033, -1.710514, -3.463043], [-1.690836, 0.789060, -4.826420], [-1.686036, -2.602816, -2.425573], [0.913750, 0.954227, -2.968989], [-4.593797, 0.588719, 1.820659], [0.089154, -4.703553, -1.591502], [3.506931, -2.954092, 8.136224], [5.072495, -1.412168, 8.089358], [-0.221886, 1.973365, -1.482141], [-4.351899, -0.922568, -2.189159], [2.245621, -3.261277, 6.101391], [2.910951, -0.979101, 3.631071], [-1.272286, 1.512334, 2.836615], [-3.922784, 2.585393, -0.020887], [2.829624, 0.633413, 1.856324], [-1.731239, -1.874664, -3.239902], [-1.523284, 4.657608, 0.977335], [5.342496, -1.577645, -1.846214], [4.466516, -0.739083, 5.503245], [0.316361, 6.219487, 1.231318], [3.821244, -1.792212, 6.176281], [-4.823665, -0.132128, 2.609412], [-1.123712, -4.852310, -0.902481], [2.283922, -2.052050, 4.306937], [0.674897, 7.243803, 1.360732], [3.320781, -0.465021, -2.582095], [-2.502186, 0.136936, 1.904345], [5.295852, -0.226689, 5.984891], [-1.662819, -5.800993, -0.916830], [0.401876, 0.227561, -4.804117], [1.231081, 5.173411, 1.079604], [0.778212, 3.873178, 0.852452], [-6.648808, 1.075690, 1.402391], [1.371427, -1.120283, 1.809512], [-0.565392, -0.811240, -5.800629], [-1.058659, 5.951051, 1.217827], [-3.863530, -0.516336, -3.088167], [1.444575, -2.556319, 3.829660], [-3.654835, 3.402454, -0.694751], [-1.297835, 1.662658, -5.376075], [-1.118767, 2.003638, 0.096555], [4.160336, -2.069083, 7.537438], [4.644532, -0.845761, -2.811332], [-0.953233, -2.561126, -0.154305], [-2.140249, 1.277470, -3.467879], [-2.591649, 4.442735, 0.969762], [2.303756, 5.376599, 1.120210], [3.363627, -1.695069, -0.484206], [-2.979519, 0.623916, -2.658808], [0.182820, -2.340553, -0.964836], [-0.603600, 3.632347, 0.714581], [0.508167, 1.503040, 3.130358], [1.481028, 3.040342, 0.758978], [-2.524556, -3.897207, 0.458439], [2.845393, -2.079838, 0.390964], [4.719688, -1.953257, -0.653150], [-1.318127, -1.764283, 0.506355]], "forces_ev_per_angstrom": [[0.4, 0.2, -0.4], [0.2, -0.5, 0.2], [0.0, 0.0, 0.4], [0.3, 0.1, 0.2], [-0.2, -0.3, -0.1], [0.3, -0.1, 0.3], [-0.3, -0.3, 0.2], [0.0, 0.3, 0.0], [0.2, 0.3, -0.1], [-0.1, 0.3, 0.2], [0.3, 0.0, -0.4], [-0.3, 0.6, 1.9], [0.2, 0.1, 0.2], [-0.1, 0.0, -0.3], [0.2, -0.2, 0.1], [0.1, -0.5, 0.1], [-0.1, -0.1, 0.3], [1.3, 0.1, 3.2], [0.1, 0.1, 0.1], [0.8, -2.3, -1.0], [-0.1, 0.2, -0.3], [0.6, 0.2, 0.5], [-0.3, -0.6, -0.5], [0.3, 0.0, 0.1], [0.2, -0.3, 0.0], [0.1, 0.1, 0.5], [-0.6, -0.1, -0.1], [1.1, -0.3, -2.2], [0.3, -0.2, -0.1], [-0.1, -0.1, 0.1], [0.0, 0.2, -0.2], [0.0, -0.2, 0.2], [-0.3, 0.0, -0.1], [-0.2, 0.1, 0.0], [-0.4, 0.3, 0.2], [0.2, 0.7, -0.2], [0.2, 0.2, -0.6], [0.0, 0.0, 0.3], [-0.1, 0.0, -0.1], [-0.2, 0.2, 0.3], [1.1, 1.7, -1.4], [-1.8, -1.2, -1.5], [-2.3, 2.0, 1.2], [0.1, 0.3, -0.2], [0.1, 0.2, -0.1], [0.2, 0.0, 0.7], [0.5, -0.2, -0.1], [0.1, -0.5, -0.1], [-1.4, -0.8, -0.1], [0.4, -0.4, -0.2], [0.2, 0.0, -0.1], [-0.1, 0.1, 0.1], [-0.3, -0.5, 0.2], [-0.3, -0.2, -0.1], [-1.0, 1.0, -2.3], [0.0, 0.2, -0.4], [0.2, 0.3, -0.1], [0.4, 0.4, -0.4], [-0.1, -0.4, 0.0], [0.1, -0.1, 0.2], [-0.4, 0.2, -0.2], [-0.2, -0.1, -0.1], [0.2, 0.3, 0.0], [-0.4, -0.1, 0.0], [0.0, -0.2, 0.0], [-0.2, 0.2, -0.3], [0.3, 0.2, -0.1], [0.4, 0.9, 0.3], [-0.2, 0.2, 0.2], [0.2, 0.1, 0.0], [0.0, -0.2, 0.4], [0.2, 0.1, 0.2], [-0.2, -0.3, 0.1], [-0.2, -0.4, 0.2], [0.7, 0.6, -0.9], [0.9, -1.0, 3.6], [-0.3, 0.1, 0.0], [0.2, 0.1, -0.3], [1.9, 1.0, -2.4], [0.3, 0.2, 0.0], [-0.4, -0.1, 0.1], [0.1, -0.1, 0.0], [-2.4, -1.4, 1.3], [-0.2, -0.5, 0.8], [0.0, -0.1, 0.5], [-0.2, -0.3, -0.5], [-0.1, 0.3, -0.1], [0.4, 0.0, -0.2], [0.1, 0.1, -0.2], [-0.2, 0.0, -0.2], [-0.2, -0.1, -0.3]]}

{"formula": "C20H22ClN3O4S", "method": "ωB97M-V/def2-TZVPD", "largest_force_ev_per_a": 1.04, "orbital_gap_ev": 8.981, "e_homo_ev": -8.668, "total_charge": 0, "species": ["N", "H", "H", "C", "H", "C", "H", "H", "H", "C", "O", "H", "H", "H", "C", "S", "H", "O", "C", "C", "H", "N", "H", "H", "H", "C", "H", "C", "C", "C", "C", "C", "H", "H", "H", "H", "O", "C", "C", "O", "C", "H", "C", "C", "C", "C", "C", "H", "N", "H", "Cl"], "xyz": [[2.042620, 0.110406, -0.584459], [-4.961444, -0.137306, 0.045676], [-2.964513, 2.954599, -0.914085], [4.589010, 0.384733, 1.964910], [-4.350602, -2.373356, -0.620959], [-3.291356, 1.311590, -2.257699], [-5.079484, 2.595794, 0.255260], [1.714263, 0.918818, 1.275046], [-5.760919, 1.765994, -1.153071], [5.602578, 1.245688, 2.350328], [3.560676, -1.861186, -0.918393], [0.601602, -0.287458, -2.075443], [-2.467913, -4.439032, 2.604981], [-4.166946, 3.315154, -2.175102], [-2.463892, -3.648567, 1.869571], [3.077647, -0.978046, 0.095011], [-4.399128, -4.140670, 1.092878], [-1.487634, -0.755663, -2.026724], [5.232709, 0.643401, -0.340944], [1.223777, 0.897620, 0.298601], [-2.272139, 1.395541, -2.637066], [-3.346267, 0.260544, -1.256491], [-0.513475, -2.939974, 2.411404], [3.939934, -0.076929, 2.692263], [-3.604807, 0.773686, 0.750599], [-4.212408, 0.633758, -0.148736], [5.071617, 0.381278, -1.374092], [-3.527893, -2.477152, 0.071341], [6.249591, 1.502982, 0.032865], [4.412191, 0.092945, 0.626193], [-4.844610, 1.954006, -0.590964], [-1.353655, -1.789016, 0.822471], [1.808484, 0.966739, -2.470969], [-3.959091, 1.059652, -3.090193], [2.278797, -0.751672, -2.426807], [6.903692, 1.939666, -0.705061], [-1.177392, 1.063853, 0.402527], [-3.779672, 2.545828, -1.510552], [1.648960, 0.007720, -1.972272], [2.479393, -1.548511, 1.280602], [-3.547901, -3.480513, 1.022609], [0.671392, -1.410856, 0.981001], [-2.440649, -1.618589, -0.037598], [-1.371314, -2.809934, 1.768263], [-2.362414, -0.648581, -1.177066], [-0.200650, 0.346549, 0.471651], [6.424502, 1.800628, 1.379034], [5.758340, 1.483705, 3.390621], [-0.217539, -0.973811, 0.740362], [1.146418, 1.921845, -0.081930], [7.687520, 2.872100, 1.850609]], "forces_ev_per_angstrom": [[0.5, -0.8, 0.5], [0.0, 0.1, 0.0], [0.0, 0.1, 0.0], [-0.1, -0.1, 0.0], [-0.1, 0.1, -0.1], [0.2, 0.2, -0.4], [-0.1, 0.0, 0.0], [-0.2, 0.2, 0.1], [0.0, 0.0, 0.0], [0.1, 0.1, -0.1], [0.0, 0.2, -0.2], [0.1, 0.0, 0.1], [0.0, -0.1, 0.1], [0.0, 0.0, 0.0], [0.0, 0.0, 0.0], [0.2, 0.6, 0.0], [-0.1, -0.1, 0.0], [0.1, -0.1, -0.1], [0.1, 0.0, -0.1], [-0.1, 0.3, 0.2], [-0.1, 0.0, 0.0], [-0.1, 0.0, -0.2], [0.1, 0.0, 0.1], [0.0, 0.0, 0.1], [-0.1, 0.0, 0.0], [-0.3, -0.1, 0.6], [0.1, 0.0, -0.2], [0.1, 0.1, 0.0], [-0.1, 0.0, 0.0], [-0.4, -0.4, 0.1], [0.1, 0.0, 0.0], [-0.4, 0.0, 0.0], [0.0, 0.0, 0.0], [0.1, 0.1, 0.0], [-0.1, 0.1, -0.2], [0.1, 0.0, -0.1], [-0.1, 0.2, 0.0], [-0.1, -0.1, 0.0], [0.0, -0.2, -0.5], [0.2, 0.2, 0.1], [-0.1, -0.1, 0.0], [-0.2, 0.1, -0.1], [0.2, -0.1, 0.1], [0.0, 0.1, -0.1], [-0.3, -0.2, -0.2], [0.5, 0.2, 0.2], [-0.3, -0.2, 0.0], [0.0, 0.0, 0.1], [0.2, -0.4, 0.1], [0.0, -0.2, 0.1], [0.2, 0.2, 0.1]]}

{"formula": "C6H13BrNO4P", "method": "ωB97M-V/def2-TZVPD", "largest_force_ev_per_a": 6.67, "orbital_gap_ev": [8.706, 8.707], "e_homo_ev": [-9.437, -9.439], "total_charge": 0, "species": ["O", "P", "H", "H", "C", "C", "N", "C", "C", "C", "H", "H", "H", "H", "C", "Br", "H", "O", "H", "H", "O", "O", "H", "H", "H", "H"], "xyz": [[1.343329, 0.148329, 0.296432], [-0.236377, -0.006630, 0.672656], [1.229995, 2.937109, 0.227699], [1.759470, -2.887098, 0.518661], [1.163432, -2.823024, -0.392352], [-2.942647, 0.773807, -0.090823], [-3.556594, 1.835610, -0.639741], [2.089508, 1.279244, 0.941742], [-1.167004, 0.286886, -0.878893], [-0.246302, -2.647194, 0.012952], [1.414438, 1.616643, 1.730102], [1.572298, -2.090918, -1.111361], [2.756580, 3.130056, 0.285199], [-0.459692, -3.631164, 0.556414], [2.103501, 2.446786, 0.015342], [-3.951131, -0.865553, -0.236125], [-0.851140, 1.217303, -1.348617], [-2.840335, 2.710931, -0.980577], [3.083373, 0.817599, 1.280721], [-2.526310, 1.001313, 0.848794], [-0.699115, 0.861526, 1.738262], [-0.439298, -1.566966, 1.011152], [-0.801245, -2.383243, -0.936336], [1.274678, -3.781001, -0.915929], [2.193820, 2.170269, -1.035762], [-1.267244, -0.550610, -1.569617]], "forces_ev_per_angstrom": [[-0.8, 0.5, 0.6], [1.0, -1.6, -1.9], [-2.7, 1.2, -0.3], [0.4, 0.2, -0.2], [1.7, -0.2, -0.6], [4.3, -4.8, -1.7], [-2.6, 1.2, -0.9], [0.0, -1.7, 0.3], [-2.2, 1.2, 1.8], [-0.6, 0.0, 0.1], [0.8, -0.5, 0.8], [-0.2, 0.0, 0.7], [3.9, 3.0, 1.1], [-0.8, 1.7, -0.9], [-1.0, -3.6, -1.7], [-0.1, 0.5, 0.3], [0.0, -0.1, 0.0], [1.2, 1.8, -0.7], [-1.5, 0.9, -0.5], [-0.1, 0.1, 1.6], [-0.2, 0.7, 1.1], [0.2, -0.1, -0.9], [-0.3, -0.8, 1.5], [-0.2, 0.0, 0.2], [0.1, 0.1, 0.1], [-0.3, 0.3, 0.1]]}